{
  "formula": "C53H48BiF5N8O2SSi",
  "method": "ωB97M-V with the def2-TZVPD basis set",
  "symbols": ["Bi", "C", "O", "C", "C", "C", "C", "C", "C", "N", "N", "C", "C", "O", "C", "C", "C", "C", "C", "C", "C", "C", "H", "H", "H", "H", "H", "H", "H", "H", "H", "H", "H", "H", "H", "C", "Si", "C", "N", "C", "C", "C", "C", "C", "C", "C", "C", "C", "C", "C", "C", "C", "C", "C", "C", "C", "H", "H", "H", "H", "H", "H", "H", "H", "H", "H", "H", "H", "H", "H", "H", "H", "H", "H", "H", "H", "H", "H", "H", "H", "F", "C", "C", "F", "C", "F", "C", "S", "C", "F", "C", "F", "C", "C", "N", "C", "C", "N", "C", "N", "N", "N", "C", "C", "C", "C", "C", "C", "H", "H", "H", "H", "H", "H", "H", "H", "H", "H", "H"],
  "coordinates": [[-0.007, -1.143, 0.280], [0.819, -0.126, -3.808], [0.951, 0.116, -2.405], [1.808, 1.127, -2.057], [1.825, 2.333, -2.745], [2.725, 3.323, -2.376], [3.614, 3.108, -1.331], [3.596, 1.905, -0.647], [2.687, 0.911, -0.988], [2.574, -0.344, -0.332], [3.523, -0.625, 0.426], [3.480, -1.868, 1.040], [2.567, -2.887, 0.698], [1.529, -2.739, -0.087], [2.810, -4.200, 1.220], [3.811, -4.443, 2.095], [4.690, -3.408, 2.533], [5.702, -3.655, 3.483], [6.540, -2.653, 3.890], [6.387, -1.363, 3.351], [5.410, -1.098, 2.427], [4.532, -2.117, 1.993], [1.781, 0.004, -4.306], [0.084, 0.548, -4.258], [0.487, -1.154, -3.921], [1.142, 2.492, -3.569], [2.732, 4.265, -2.909], [4.322, 3.877, -1.049], [4.286, 1.713, 0.165], [2.133, -4.983, 0.901], [3.957, -5.444, 2.489], [5.804, -4.656, 3.888], [7.312, -2.847, 4.623], [7.047, -0.566, 3.672], [5.298, -0.103, 2.021], [-1.332, -2.973, -0.053], [-2.114, -2.983, -1.731], [-2.621, -1.177, -2.131], [-2.390, -0.251, -1.011], [-2.204, 1.145, -1.440], [-3.487, 1.799, -1.942], [-4.570, 1.732, -0.869], [-4.765, 0.292, -0.399], [-3.432, -0.324, 0.020], [-0.928, -3.454, -3.103], [-1.322, -3.248, -4.432], [-0.463, -3.512, -5.488], [0.818, -3.989, -5.232], [1.226, -4.204, -3.924], [0.358, -3.942, -2.869], [-3.625, -4.093, -1.844], [-3.674, -5.186, -2.712], [-4.792, -6.009, -2.773], [-5.888, -5.754, -1.964], [-5.862, -4.673, -1.091], [-4.742, -3.858, -1.035], [-0.707, -3.840, 0.161], [-2.127, -2.930, 0.702], [-3.642, -1.123, -2.531], [-1.963, -0.858, -2.945], [-1.422, 1.160, -2.200], [-1.821, 1.703, -0.578], [-3.832, 1.288, -2.847], [-3.280, 2.834, -2.224], [-5.511, 2.146, -1.238], [-4.267, 2.353, -0.017], [-5.210, -0.301, -1.204], [-5.458, 0.243, 0.443], [-3.566, -1.366, 0.310], [-3.053, 0.198, 0.906], [-2.318, -2.871, -4.650], [-0.788, -3.346, -6.508], [1.495, -4.192, -6.052], [2.225, -4.568, -3.720], [0.706, -4.077, -1.852], [-2.825, -5.403, -3.351], [-4.804, -6.852, -3.453], [-6.760, -6.394, -2.010], [-6.712, -4.469, -0.452], [-4.746, -3.023, -0.340], [-3.468, 1.696, 5.586], [-2.588, 0.895, 4.989], [-3.014, -0.097, 4.129], [-4.318, -0.259, 3.890], [-2.084, -0.906, 3.502], [-2.554, -1.846, 2.664], [-0.719, -0.760, 3.677], [0.477, -1.722, 2.824], [-0.328, 0.229, 4.575], [0.967, 0.452, 4.813], [-1.233, 1.049, 5.219], [-0.805, 2.013, 6.041], [1.870, 1.929, 2.296], [0.454, 2.386, 2.271], [-0.595, 1.693, 1.888], [-1.681, 2.531, 2.040], [-1.283, 3.737, 2.520], [0.087, 3.639, 2.664], [0.959, 4.685, 3.138], [1.860, 5.143, 2.112], [3.196, 5.129, 2.330], [3.794, 5.689, 1.350], [2.841, 6.105, 0.440], [2.980, 6.775, -0.780], [1.828, 7.056, -1.474], [0.559, 6.674, -0.982], [0.407, 6.017, 0.217], [1.587, 5.751, 0.922], [1.902, 0.853, 2.136], [2.336, 2.138, 3.260], [2.455, 2.431, 1.524], [-2.687, 2.212, 1.822], [-1.824, 4.629, 2.786], [1.578, 4.350, 3.968], [0.328, 5.507, 3.474], [3.957, 7.056, -1.151], [1.885, 7.575, -2.422], [-0.320, 6.907, -1.569], [-0.566, 5.714, 0.581]],
  "homo_energy_ev": -7.333,
  "largest_force_ev_per_a": 0.6,
  "total_charge": 0,
  "spin_multiplicity": 1,
  "homo_lumo_gap_ev": 7.0
}

---

{
  "formula": "C53H50CaF5N4SSb",
  "method": "ωB97M-V with the def2-TZVPD basis set",
  "symbols": ["Ca", "N", "C", "C", "C", "C", "C", "N", "C", "C", "C", "C", "C", "N", "H", "H", "H", "H", "H", "H", "H", "H", "H", "F", "C", "C", "F", "C", "F", "C", "S", "C", "F", "C", "F", "C", "C", "C", "Sb", "C", "C", "C", "C", "C", "C", "H", "H", "H", "H", "H", "H", "H", "H", "H", "H", "H", "H", "H", "H", "H", "H", "H", "H", "H", "H", "H", "C", "C", "C", "C", "C", "C", "C", "C", "C", "C", "C", "C", "C", "C", "C", "H", "H", "H", "H", "H", "H", "H", "H", "H", "H", "N", "C", "C", "C", "C", "C", "C", "C", "C", "C", "C", "C", "C", "C", "H", "H", "H", "H", "H", "H", "H", "H", "H", "H"],
  "coordinates": [[0.276, 0.509, -0.766], [-0.661, 2.644, 2.200], [-0.896, 1.338, 2.576], [-1.294, 1.072, 3.892], [-1.382, -0.198, 4.326], [-1.066, -1.205, 3.408], [-0.891, -0.912, 2.093], [-0.837, 0.383, 1.620], [0.471, 3.051, 1.418], [1.373, 3.850, 2.113], [2.447, 4.514, 1.403], [2.660, 4.244, 0.151], [1.843, 3.088, -0.472], [0.594, 2.711, 0.171], [-0.741, 3.258, 2.970], [-1.521, 1.876, 4.556], [-1.563, -0.443, 5.350], [-1.167, -2.257, 3.691], [-0.884, -1.634, 1.255], [1.339, 4.064, 3.179], [2.903, 5.400, 1.910], [3.447, 4.605, -0.466], [1.621, 3.401, -1.502], [-1.117, 7.124, -3.373], [-1.219, 5.809, -3.211], [-2.368, 5.090, -2.920], [-3.426, 5.739, -2.315], [-2.287, 3.685, -2.922], [-3.407, 3.020, -2.593], [-1.141, 2.910, -3.180], [-1.106, 1.167, -3.155], [-0.032, 3.646, -3.573], [1.041, 2.982, -4.047], [-0.106, 5.029, -3.665], [0.936, 5.669, -4.178], [-7.342, -0.298, -0.442], [-6.156, 0.305, -1.103], [-6.132, 0.303, -2.592], [-4.137, -0.104, -0.470], [-4.185, 0.955, 1.372], [-3.711, 2.378, 1.102], [-5.535, 0.952, 2.152], [-4.083, -2.101, 0.424], [-4.853, -2.351, 1.778], [-4.455, -3.198, -0.565], [-8.196, 0.236, -0.878], [-7.416, -0.228, 0.657], [-7.577, -1.276, -0.687], [-6.157, 1.398, -0.783], [-6.109, -0.735, -2.968], [-5.320, 0.868, -3.061], [-7.052, 0.880, -2.946], [-3.466, 0.517, 2.048], [-4.475, 2.982, 0.618], [-2.809, 2.425, 0.570], [-3.476, 2.914, 2.045], [-6.211, 1.577, 1.499], [-5.472, 1.578, 3.087], [-5.902, -0.070, 2.242], [-3.005, -2.147, 0.638], [-5.937, -2.559, 1.680], [-4.750, -1.540, 2.502], [-4.478, -3.285, 2.305], [-5.522, -3.117, -0.809], [-4.240, -4.238, -0.248], [-4.001, -2.970, -1.535], [2.619, 1.839, -0.731], [3.771, 1.407, -0.499], [5.016, 0.928, -0.172], [5.304, 0.508, 1.166], [6.215, -0.553, 1.519], [6.369, -0.971, 2.830], [5.598, -0.398, 3.864], [4.802, 0.715, 3.554], [4.634, 1.179, 2.263], [5.989, 0.807, -1.285], [7.330, 0.929, -0.925], [8.349, 0.828, -1.826], [8.100, 0.612, -3.152], [6.745, 0.513, -3.528], [5.706, 0.699, -2.646], [6.838, -0.928, 0.755], [7.167, -1.707, 3.054], [5.883, -0.691, 4.831], [4.246, 1.239, 4.319], [4.068, 2.061, 2.047], [7.549, 1.171, 0.095], [9.341, 0.914, -1.466], [8.767, 0.738, -3.945], [6.401, 0.498, -4.574], [4.666, 0.581, -2.972], [-0.382, -1.662, -0.596], [0.124, -2.745, -0.793], [-0.652, -4.097, -0.612], [-0.866, -5.077, -1.618], [-1.615, -6.182, -1.340], [-2.082, -6.446, -0.038], [-1.755, -5.588, 0.981], [-1.074, -4.412, 0.688], [1.606, -2.980, -0.991], [2.298, -2.128, -1.872], [3.664, -2.169, -1.893], [4.360, -3.040, -1.068], [3.711, -3.911, -0.243], [2.311, -3.949, -0.254], [-0.367, -4.903, -2.626], [-1.872, -6.958, -2.120], [-2.634, -7.369, 0.012], [-2.149, -5.687, 1.963], [-0.903, -3.724, 1.498], [1.699, -1.586, -2.567], [4.203, -1.571, -2.658], [5.395, -2.974, -0.897], [4.198, -4.467, 0.540], [1.633, -4.575, 0.354]],
  "homo_energy_ev": -1.099,
  "largest_force_ev_per_a": 3.9,
  "total_charge": -2,
  "spin_multiplicity": 1,
  "homo_lumo_gap_ev": 5.0
}